[1]
C77H70N14O14 | ωB97M-V with the def2-TZVPD basis set

Computed properties:
- Multiplicity: 1
- Orbital gap: 8.52 eV
- Energy: -4795.21749 a.u.

Positions of all 175 atoms, in Å:
H  -3.079  -0.253  4.261
H  4.368  -2.151  -8.995
N  0.756  -8.060  5.634
H  -6.925  -0.715  6.047
H  0.199  11.036  -3.014
C  -5.631  -8.647  -6.312
H  1.259  2.327  1.082
H  7.433  -2.289  8.037
N  -4.606  3.344  -6.419
N  -5.615  7.332  0.901
H  -0.391  -10.274  -4.433
H  -5.814  -10.440  -3.373
C  8.685  4.598  2.775
H  0.130  -7.864  -5.109
C  -7.174  3.831  -7.428
C  0.813  1.689  0.333
H  -7.684  1.963  -6.476
C  8.179  3.725  3.791
H  0.516  -3.672  -8.806
H  -6.271  5.737  -8.143
N  -5.956  -1.180  2.809
C  8.161  4.388  1.461
C  4.766  -2.607  5.958
H  4.635  -3.003  4.962
C  -5.618  2.434  -6.216
C  -1.555  3.241  11.734
H  -6.062  -10.703  -5.775
C  -6.488  4.940  0.452
C  4.114  -1.744  8.067
H  -7.357  3.083  0.348
H  9.355  5.415  2.999
H  8.406  3.838  4.841
H  2.169  9.459  -2.969
C  3.413  -2.081  -8.496
H  0.741  7.761  3.951
H  2.201  0.097  0.723
H  0.506  2.675  12.071
C  3.571  8.192  2.185
C  2.252  7.898  2.472
C  -5.305  -7.452  -5.761
C  -6.142  4.792  -7.637
H  6.875  2.095  4.253
H  1.495  -0.233  -6.506
C  1.719  8.148  3.706
H  5.980  -3.988  -4.041
O  -4.851  6.890  1.728
H  -7.789  -1.475  3.942
C  0.693  -7.558  3.134
C  8.066  -1.393  -4.766
C  -5.266  -7.255  -4.368
H  2.080  9.017  5.615
H  -1.860  2.957  12.731
H  3.755  -11.151  -4.890
N  2.156  6.819  -3.734
H  -1.951  10.201  -3.352
N  -4.931  -5.894  -3.792
H  6.814  3.199  0.257
O  1.935  5.635  -3.864
C  -1.140  -8.337  1.836
O  -5.668  8.514  0.567
H  -9.091  3.834  -1.413
C  -4.131  -0.481  4.167
C  -4.653  -0.808  2.958
C  6.403  -2.334  7.715
H  -7.730  7.900  -0.530
C  6.824  -3.445  -4.440
H  3.433  -1.585  8.890
O  -1.433  3.622  6.865
H  8.243  -0.382  -4.429
H  -1.712  -8.450  0.927
C  -0.971  -9.002  4.141
C  1.208  9.121  -3.329
N  2.312  -2.293  6.394
C  6.937  -2.029  -4.193
H  6.908  -3.049  5.840
C  7.324  2.680  3.463
C  0.890  -8.631  -5.110
O  1.457  -2.067  7.230
H  -5.827  -8.708  -7.373
C  0.577  -9.972  -4.802
C  6.050  -2.703  6.398
O  0.479  2.782  7.200
C  -0.273  2.973  11.385
H  6.102  -1.591  -3.666
H  3.961  8.021  1.192
O  2.091  -2.549  5.231
H  -4.548  -0.103  6.317
C  2.951  -10.433  -4.946
C  0.193  -8.184  4.276
O  1.915  -7.742  5.756
H  -5.116  -6.575  -6.363
C  -0.308  2.054  -0.314
N  3.746  9.307  4.338
N  3.204  -9.148  -5.274
C  0.110  9.997  -3.295
H  3.711  -0.304  -7.207
H  5.692  -1.372  9.490
C  -6.750  -1.179  3.937
C  -6.538  6.357  0.206
C  0.065  -7.625  1.886
C  2.184  -8.257  -5.302
H  -8.150  3.944  -7.875
O  3.297  7.237  -3.488
H  9.946  -1.626  -5.605
H  1.530  -6.883  3.227
H  -2.364  7.858  -4.068
C  3.047  -1.059  -7.601
N  1.323  -1.732  -1.155
C  -8.429  4.548  -0.946
H  -5.744  4.535  1.121
C  -0.910  1.245  -1.283
O  0.954  -2.302  -2.162
O  -4.722  -5.877  -2.590
O  0.084  -8.292  6.642
H  -2.625  -9.480  2.838
C  -5.703  -9.594  -4.034
C  4.292  8.882  3.154
H  -5.606  -8.207  -2.438
H  1.403  -11.906  -4.468
C  -6.900  2.685  -6.651
H  -5.400  1.514  -5.693
C  -1.139  9.495  -3.445
C  -5.769  -9.728  -5.414
H  -4.050  5.159  -7.307
C  1.725  -1.080  -7.135
C  7.290  3.344  1.215
H  -0.678  3.061  -0.189
H  -0.902  -0.583  -2.303
H  -3.516  3.856  11.079
C  2.510  8.840  4.640
C  -1.375  8.195  -3.796
C  3.741  -2.140  6.812
C  0.114  2.984  10.067
H  1.662  7.342  1.758
O  -4.802  -4.894  -4.562
N  7.713  -4.207  -5.105
O  2.209  -2.232  -0.518
H  -4.094  -0.986  2.051
C  1.217  -2.924  -8.465
C  0.970  7.783  -3.669
H  -1.370  -9.501  5.012
C  -6.277  -0.761  5.185
C  -2.479  3.688  10.829
C  1.335  0.399  0.153
H  -9.311  6.334  -1.780
C  -8.474  5.956  -1.211
N  -0.550  3.280  7.617
C  -1.658  -9.007  2.917
C  -0.843  3.385  9.097
H  2.514  -7.233  -5.395
C  8.807  -3.487  -5.618
C  -4.861  4.473  -7.109
C  1.653  -10.874  -4.665
C  9.008  -2.121  -5.400
H  -2.845  4.141  8.801
C  0.773  -1.998  -7.490
H  0.400  -7.149  0.976
C  -2.097  3.775  9.488
C  -5.512  -8.299  -3.510
H  -0.607  6.285  -4.233
H  -0.277  -1.962  -7.239
H  9.598  -4.083  -6.047
H  5.335  9.027  2.915
C  -4.902  -0.423  5.348
H  8.324  5.167  0.731
C  -0.325  7.290  -3.957
C  0.772  -0.381  -0.855
H  -1.755  1.557  -1.878
H  1.133  2.705  9.842
C  5.417  -1.794  8.534
N  6.841  2.499  2.207
C  -7.407  4.070  -0.088
C  -0.438  -0.020  -1.507
C  -7.558  6.837  -0.611
N  2.534  -3.045  -8.903

Atoms 1-3, force components in eV/Å:
H 0.174 0.034 -0.181
H 0.300 0.064 0.328
N 0.406 -0.047 1.545



[2]
C17H40BrN3O2 | ωB97M-V with the def2-TZVPD basis set

Computed properties:
- Multiplicity: 2
- Expectation value of S²: 0.754
- Energy above the lowest of the compared OMol25 structures with the same formula, charge and spin: 0.0 kJ/mol
- Orbital gap (alpha / beta): 3.07 / 7.16 eV
- Charge: +1
- Energy: -3560.12054 a.u.

Positions of all 63 atoms, in Å:
H  4.460  -2.351  0.242
H  9.278  9.137  -0.811
C  5.000  3.591  -2.087
C  4.326  -0.939  2.015
H  3.331  0.901  1.546
O  4.722  -1.666  2.892
H  4.626  3.788  0.765
H  7.600  9.120  -0.421
H  3.020  7.088  -1.800
H  5.341  3.151  -3.024
C  4.873  1.384  2.843
H  9.583  6.971  0.576
H  5.110  1.101  3.869
C  1.173  3.159  -3.644
C  1.809  7.527  0.043
H  3.030  4.906  -0.324
H  1.046  2.003  -5.564
H  -0.680  4.497  -1.870
H  3.758  5.818  1.057
H  5.741  1.341  2.184
N  3.763  0.464  2.348
C  5.171  5.123  -1.896
H  7.818  6.306  -1.286
C  4.159  -1.350  0.550
H  1.994  7.733  1.098
H  5.861  7.554  -0.582
C  8.577  8.836  -0.032
H  2.272  1.438  -4.470
H  0.445  2.452  -1.824
H  8.845  9.499  0.791
C  5.476  4.157  0.191
H  3.805  7.883  -0.586
H  8.014  5.418  0.092
H  5.887  6.938  1.079
H  4.381  2.343  3.001
C  7.657  6.402  -0.212
H  3.949  3.376  -1.890
C  -1.047  3.744  -2.567
N  0.036  2.649  -2.727
C  5.908  3.196  -0.942
H  3.114  0.363  3.115
H  8.209  7.534  1.488
C  6.125  6.700  0.042
H  4.454  5.703  -2.476
H  1.357  8.444  -0.334
H  -1.995  3.309  -2.251
Br  1.779  2.253  0.172
H  6.965  3.322  -1.176
H  5.663  2.144  -0.793
C  3.096  7.066  -0.713
H  6.311  4.399  0.848
O  1.745  4.260  -3.429
H  6.154  5.484  -2.201
N  5.130  5.524  -0.408
H  0.968  6.833  0.030
H  -1.218  4.330  -3.471
C  8.584  7.396  0.474
C  3.646  5.754  -0.025
H  3.152  -1.227  0.151
H  4.685  -0.673  -0.123
H  2.546  2.926  -5.184
H  -0.266  1.756  -3.089
C  1.728  2.330  -4.779

Atoms 1-3, force components in eV/Å:
H 0.259 -0.024 0.951
H 0.143 -0.649 -0.227
C 0.516 2.076 1.117



[3]
C12H12F3NO6 | ωB97M-V with the def2-TZVPD basis set

Computed properties:
- SMILES: O=C1O[C@@H](COC(F)(F)F)C[C@H]1O.O=[N+]([O-])c1ccccc1
- Multiplicity: 1
- Orbital gap: 9.67 eV
- Energy: -1270.17998 a.u.

Positions of all 34 atoms, in Å:
O  3.823  -0.098  0.818
H  -4.452  2.401  -1.957
H  -1.536  3.711  -0.839
C  2.520  -3.761  -0.451
C  0.147  1.017  -2.444
H  -4.192  3.427  -0.087
O  2.637  -0.219  2.607
O  -3.520  2.362  -1.712
O  -4.356  0.936  1.130
N  3.047  -0.669  1.555
H  1.231  -5.404  0.030
C  2.546  -1.988  1.134
O  -2.260  0.790  0.269
C  -3.482  1.398  0.451
O  0.121  0.516  -1.191
C  -1.291  1.839  0.429
C  -3.411  2.709  -0.332
H  0.639  2.367  -0.377
F  0.064  0.011  -3.297
C  1.633  -2.642  1.940
H  1.297  -2.193  2.862
C  0.091  1.457  -0.116
H  2.860  -4.195  -1.380
C  -1.992  3.159  -0.021
F  -0.845  1.880  -2.692
H  3.707  -1.980  -0.665
H  0.648  0.978  0.689
H  0.443  -4.406  2.148
H  -2.045  3.800  0.863
F  1.300  1.687  -2.696
C  2.999  -2.522  -0.057
C  1.603  -4.438  0.343
H  -1.132  1.950  1.508
C  1.160  -3.879  1.534

Atoms 1-3, force components in eV/Å:
O 0.064 0.026 -0.015
H 0.112 -0.104 0.013
H 0.049 -0.221 -0.083



[4]
C22H28N2O3 | ωB97M-V with the def2-TZVPD basis set

Computed properties:
- SMILES: CC[C@@H](C)Oc1ccc(C(=O)Nc2ccc(CN3CCOCC3)cc2)cc1
- Multiplicity: 1
- Energy above the lowest of the compared OMol25 structures with the same formula, charge and spin: 216.1 kJ/mol
- Orbital gap: 9.07 eV
- Energy: -1190.36240 a.u.

Positions of all 55 atoms, in Å:
H  0.273  -2.227  -0.353
H  -3.405  0.958  1.664
C  1.338  3.440  0.073
N  2.705  3.659  0.265
C  4.161  0.585  -0.946
H  -1.588  -3.718  0.222
H  -0.481  -5.017  0.649
N  -3.088  1.274  -0.410
H  -3.441  3.192  0.446
C  -0.933  3.900  0.727
O  -4.158  -1.255  0.289
C  3.916  -0.763  -1.066
H  2.976  4.594  0.545
C  2.270  -0.628  0.680
C  3.759  2.801  0.099
H  -4.699  1.377  -1.726
C  2.962  -1.391  -0.259
H  -1.628  4.423  1.368
C  0.469  -3.299  -0.264
C  0.864  2.581  -0.917
H  -2.647  -1.399  1.606
H  1.922  -3.181  1.343
H  4.906  1.065  -1.561
H  -0.541  -3.552  1.630
H  1.559  2.086  -1.576
H  -3.867  -0.929  -1.723
O  2.822  -2.721  -0.465
C  -2.855  -0.880  0.669
C  -1.407  3.010  -0.225
O  4.897  3.227  0.111
H  2.322  -5.260  -0.855
C  -2.738  0.633  0.845
H  3.393  -5.007  0.524
H  0.431  -3.724  -1.269
C  -4.530  -0.608  -0.905
C  3.443  1.355  -0.032
H  -5.174  1.251  -0.009
C  -0.492  2.369  -1.054
H  1.541  -1.077  1.337
H  -0.860  1.691  -1.809
C  1.889  -3.489  0.288
C  -0.599  -3.938  0.614
H  1.744  -5.585  0.789
H  0.784  4.811  1.622
H  -5.552  -0.923  -1.119
C  -4.447  0.914  -0.770
C  0.425  4.120  0.873
H  -3.236  3.122  -1.319
H  -2.136  -1.201  -0.100
H  -1.710  0.895  1.102
C  -2.873  2.711  -0.371
C  2.513  0.728  0.788
H  1.976  1.299  1.532
H  4.458  -1.367  -1.777
C  2.364  -4.934  0.181

Atoms 1-3, force components in eV/Å:
H 0.005 -0.007 -0.067
H 0.057 0.011 -0.021
C -0.539 -0.015 -0.086



[5]
C9H11Cl2HoInNO4 | ωB97M-V with the def2-TZVPD basis set

Computed properties:
- Multiplicity: 5
- Expectation value of S²: 6.006
- Energy above the lowest of the compared OMol25 structures with the same formula, charge and spin: 0.0 kJ/mol
- Orbital gap (alpha / beta): 4.04 / 4.04 eV
- Charge: +4
- Energy: -2762.12147 a.u.

Positions of all 29 atoms, in Å:
In  -4.888  5.705  -4.555
Cl  -3.305  -1.063  -0.576
O  -5.572  8.335  -6.068
C  1.458  -1.750  2.748
H  0.414  -0.072  2.010
N  0.877  -0.928  1.676
H  1.281  -3.265  0.077
H  3.431  -0.841  2.585
C  1.725  -2.304  -0.241
Cl  -2.619  6.030  -4.854
C  0.933  -1.194  0.375
Ho  -1.652  0.539  0.114
H  0.992  -2.750  2.745
O  0.158  -0.507  -0.432
C  2.983  -1.848  2.663
C  3.488  -2.774  1.558
H  1.630  -2.243  -1.336
O  -7.941  5.348  -4.056
C  -6.824  5.493  -4.257
O  -2.050  -0.378  3.126
H  4.579  -2.862  1.676
C  -5.352  7.384  -5.529
C  3.211  -2.304  0.123
C  -1.904  -0.038  2.018
H  1.217  -1.267  3.702
H  3.670  -1.320  -0.081
H  3.313  -2.295  3.615
H  3.692  -3.050  -0.530
H  3.054  -3.782  1.706

Atoms 1-3, force components in eV/Å:
In 6.621 -2.213 0.713
Cl 0.651 0.818 0.596
O 0.306 -0.972 0.542



[6]
C7H35BClO13 | ωB97M-V with the def2-TZVPD basis set

Computed properties:
- Multiplicity: 1
- Orbital gap: 7.96 eV
- Charge: -1
- Energy: -1751.06980 a.u.

Positions of all 57 atoms, in Å:
O  4.743  3.745  -1.115
O  -7.237  -1.842  3.354
O  -5.600  -2.410  0.597
H  6.671  -3.181  -2.650
H  3.065  0.595  3.015
H  2.073  2.608  0.436
H  -1.590  -2.327  -3.164
H  -0.726  -3.661  -3.886
H  -7.527  -0.944  3.153
O  1.794  3.900  -1.798
H  -6.006  -0.298  1.476
B  0.512  -0.542  0.676
H  -5.250  0.757  2.257
H  1.266  -0.375  -2.121
H  -5.390  -2.546  -0.332
C  1.214  0.718  2.453
H  1.526  3.502  1.894
O  2.451  1.307  2.814
H  1.444  3.203  -2.365
H  4.569  -0.681  -1.912
O  0.559  0.817  0.217
O  -6.083  0.618  1.767
C  0.537  -2.198  -2.927
H  1.927  -1.826  -0.454
H  0.300  -2.554  -0.269
C  1.222  2.909  1.034
H  0.546  3.491  0.413
H  3.787  3.662  -1.242
C  -0.753  -3.007  -3.012
O  1.410  -0.501  1.865
H  -2.866  0.445  2.904
O  -3.725  0.556  3.344
O  5.814  -3.185  -2.214
H  0.570  0.655  3.342
H  4.843  4.347  -0.373
O  -4.674  2.488  -0.376
H  -0.562  1.772  1.623
O  3.781  -0.995  -2.367
H  -5.330  2.026  0.167
C  0.495  1.629  1.401
H  3.968  -1.925  -2.528
O  5.325  0.854  0.909
H  -0.462  -0.614  -1.871
C  0.510  -1.111  -1.857
H  -3.825  -0.258  3.847
H  -6.887  -2.151  2.513
Cl  -1.299  -1.003  1.406
H  -0.922  -3.618  -2.128
H  -5.944  -3.262  0.886
H  4.366  0.811  0.791
H  1.788  4.696  -2.338
H  -4.355  3.197  0.188
H  1.403  -2.850  -2.798
H  5.438  1.466  1.640
H  0.676  -1.719  -3.902
H  5.836  -3.941  -1.619
C  0.853  -1.633  -0.457

Atoms 1-3, force components in eV/Å:
O 0.042 0.104 -0.115
O -0.205 -0.064 -0.014
O -0.299 -0.107 0.123